# 1
The following is a quantum chemistry calculation of a 2-piece molecular cluster, C6H9NO2 overall in a non-equilibrium geometry, from the OMol25 dataset.

Geometry as ORCA input:
```
! wB97M-V def2-TZVPD RIJCOSX def2/J DEFGRID3
* xyz 0 1
O -1.573 1.543 -0.862
O -0.266 1.779 0.960
C -1.209 2.209 0.082
C -1.707 3.575 0.448
H 0.001 0.875 0.639
H -2.472 3.909 -0.273
H -0.877 4.301 0.442
H -2.156 3.563 1.456
C 2.117 -1.843 0.077
C 1.104 -2.427 0.879
C 1.614 -1.727 -1.207
C 0.008 -2.653 0.065
N 0.337 -2.223 -1.194
H 3.113 -1.536 0.396
H 1.161 -2.661 1.942
H 2.058 -1.335 -2.122
H -0.971 -3.082 0.278
H -0.283 -2.265 -2.007
*
```

Summary:
Lowest unoccupied orbital energy in eV: 0.84
Relative energy (zero: lowest compared OMol25 entry of this formula, charge and spin) in kJ/mol: 7.69
Gap between HOMO and LUMO in eV: 9.2255

These are the Löwdin partial charges, in e, on atoms 1 to 6: 0.0802 0.0724 -0.5750 -0.0004 0.1331 0.0910

# 2
The following is a quantum chemistry calculation of C40H31FN8O2S3Ti as an isolated structure, from the OMol25 dataset.

Geometry as ORCA input:
```
! wB97M-V def2-TZVPD RIJCOSX def2/J DEFGRID3
* xyz 1 2
Ti 0.124 -0.035 0.380
N 2.457 -0.024 1.844
N 2.375 0.803 2.964
C 1.555 1.852 2.980
N 1.554 2.593 4.100
S 0.563 2.279 1.690
H 2.345 -0.978 2.181
H 3.384 0.080 1.443
H 2.850 0.517 3.809
H 2.242 2.470 4.823
H 0.934 3.381 4.152
S 5.772 -0.851 -0.981
C 7.334 -0.895 -1.666
C 7.444 -0.060 -2.736
C 6.244 0.646 -2.994
C 5.242 0.332 -2.114
C 3.884 0.872 -2.076
C 2.946 0.323 -1.176
N 1.705 0.754 -1.048
C 1.297 1.751 -1.869
C 2.130 2.342 -2.829
C 1.612 3.376 -3.680
C 0.330 3.782 -3.572
C -0.547 3.187 -2.605
C -1.885 3.576 -2.451
C -2.686 2.974 -1.498
C -2.109 1.951 -0.720
N -0.858 1.557 -0.857
C -0.067 2.172 -1.767
C -4.084 3.346 -1.290
C -4.776 4.361 -1.899
C -6.117 4.451 -1.457
C -6.418 3.506 -0.523
S -5.093 2.485 -0.197
C 3.454 1.892 -2.902
H 8.085 -1.548 -1.256
H 8.348 0.044 -3.314
H 6.133 1.355 -3.799
H 3.204 -0.533 -0.572
H 2.273 3.823 -4.410
H -0.063 4.560 -4.212
H -2.270 4.355 -3.095
H -2.672 1.423 0.039
H -4.346 5.033 -2.625
H -6.823 5.188 -1.805
H -7.359 3.357 -0.020
H 4.122 2.351 -3.619
N -4.416 -4.007 -1.951
C -3.491 -3.135 -1.499
C -3.159 -1.976 -2.211
C -2.215 -1.120 -1.692
N -1.576 -1.312 -0.534
C -1.886 -2.434 0.137
C -2.816 -3.348 -0.286
H -4.851 -3.885 -2.847
H -4.600 -4.864 -1.462
H -3.622 -1.745 -3.159
H -1.947 -0.230 -2.248
H -1.336 -2.607 1.053
H -3.005 -4.228 0.313
O -1.936 0.277 1.741
C -1.384 -0.402 2.618
N -0.122 -0.852 2.430
C 0.266 -1.525 3.569
O 1.384 -1.949 3.806
C -0.896 -1.554 4.520
C -1.029 -2.114 5.774
C -2.260 -1.947 6.404
C -3.299 -1.244 5.800
C -3.152 -0.674 4.538
C -1.931 -0.851 3.921
H -0.221 -2.659 6.239
H -2.418 -2.372 7.387
H -4.237 -1.139 6.329
H -3.953 -0.123 4.066
F 2.899 -5.333 -1.755
C 2.332 -4.212 -1.265
C 1.794 -3.294 -2.150
C 1.219 -2.146 -1.628
C 1.157 -1.862 -0.255
C 1.691 -2.850 0.578
C 2.288 -4.014 0.095
H 1.830 -3.484 -3.213
H 0.806 -1.439 -2.347
H 1.625 -2.763 1.655
H 2.700 -4.760 0.762
*
```

Summary:
Lowest unoccupied orbital energy (alpha / beta) in eV: -2.99 / -3.07
Relative energy (zero: lowest compared OMol25 entry of this formula, charge and spin) in kJ/mol: 0.00
Gap between HOMO and LUMO (alpha / beta) in eV: 6.9155 / 7.2013

These are the Löwdin partial charges, in e, on atoms 1 to 6: 0.8889 0.0404 -0.0499 -0.8161 0.1115 0.7668

# 3
The following is a quantum chemistry calculation of C5H9N4S as an isolated structure in a non-equilibrium geometry, from the OMol25 dataset.

Geometry as ORCA input:
```
! wB97M-V def2-TZVPD RIJCOSX def2/J DEFGRID3
* xyz 1 1
C -2.165 1.174 0.657
C -2.773 -0.919 -0.259
C -1.166 0.218 0.708
C 1.450 -0.853 -0.595
C 0.232 0.520 1.024
N -1.500 -0.939 0.168
N -0.422 2.308 -0.662
N 0.534 1.939 -0.113
N 1.287 -0.350 0.751
S -3.646 0.506 -0.002
H -2.135 2.134 1.213
H -3.276 -1.887 -0.740
H 1.965 -0.052 -1.025
H 1.957 -1.819 -0.524
H 0.521 -0.841 -1.132
H 0.362 0.966 2.014
H -0.262 3.035 -1.428
H 2.260 -0.378 1.242
H -0.910 -1.663 0.051
*
```

Summary:
Lowest unoccupied orbital energy in eV: -4.22
Relative energy (zero: lowest compared OMol25 entry of this formula, charge and spin) in kJ/mol: 311.24
Gap between HOMO and LUMO in eV: 7.2684

These are the Löwdin partial charges, in e, on atoms 1 to 6: -0.3053 -0.3526 -0.3583 -0.0989 -0.2040 0.0904

# 4
The following is a quantum chemistry calculation of an isolated ion of composition C3H2NOS2 and charge -1 in a non-equilibrium geometry, from the OMol25 dataset.

Geometry as ORCA input:
```
! wB97M-V def2-TZVPD RIJCOSX def2/J DEFGRID3
* xyz -1 1
C -0.171 -1.681 0.223
C 1.048 1.014 -0.269
C -1.388 -1.105 0.157
N 0.050 1.675 0.263
O 0.092 2.944 0.145
S -2.836 -0.552 -0.007
S 1.315 -0.720 -0.026
H -0.131 -2.746 0.238
H 2.021 1.171 -0.723
*
```

Summary:
Lowest unoccupied orbital energy in eV: 3.15
Relative energy (zero: lowest compared OMol25 entry of this formula, charge and spin) in kJ/mol: 546.61
Gap between HOMO and LUMO in eV: 5.7528

These are the Löwdin partial charges, in e, on atoms 1 to 6: -0.5343 -0.5818 -0.7914 -0.2593 -0.3066 0.6582

# 5
The following is a quantum chemistry calculation of a 2-piece molecular cluster, C2H5N3O3 overall in a non-equilibrium geometry, from the OMol25 dataset.

Geometry as ORCA input:
```
! wB97M-V def2-TZVPD RIJCOSX def2/J DEFGRID3
* xyz 0 1
C 0.977 0.329 -0.339
C -2.929 -0.473 0.565
N 1.487 1.392 -0.988
N 1.198 -0.844 -0.765
N 0.249 0.471 0.855
O -3.036 -0.227 1.681
O -2.923 -0.733 -0.561
O 0.819 -1.813 0.196
H 1.865 2.145 -0.489
H 1.536 1.334 -1.972
H -0.229 1.372 1.009
H -0.260 -0.394 0.973
H 1.244 -2.558 -0.165
*
```

Summary:
Lowest unoccupied orbital energy in eV: 0.52
Relative energy (zero: lowest compared OMol25 entry of this formula, charge and spin) in kJ/mol: 59.60
Gap between HOMO and LUMO in eV: 8.8548

These are the Löwdin partial charges, in e, on atoms 1 to 6: -0.5565 -0.4456 0.1336 0.0141 0.1272 0.2133

# 6
The following is a quantum chemistry calculation of one molecule with the formula C24H26N4O2, from the OMol25 dataset.

Geometry as ORCA input:
```
! wB97M-V def2-TZVPD RIJCOSX def2/J DEFGRID3
* xyz 0 1
O 4.153 -1.857 1.011
C 3.261 -2.453 0.440
N 2.024 -2.562 0.981
C 0.956 -3.477 0.646
H 1.160 -4.016 -0.277
H 0.866 -4.210 1.458
C -0.373 -2.726 0.529
N -0.633 -2.050 1.783
C 0.415 -1.087 2.053
H 0.185 -0.567 2.984
H 0.508 -0.333 1.250
C 1.737 -1.837 2.206
H 2.562 -1.149 2.389
H 1.657 -2.542 3.041
C -1.980 -1.518 1.917
C -2.358 -0.412 0.974
C -2.777 0.782 1.385
C -3.218 1.881 0.537
C -3.242 3.176 1.057
C -3.649 4.246 0.283
C -4.052 4.042 -1.027
C -4.049 2.760 -1.552
C -3.638 1.689 -0.781
H -3.651 0.694 -1.199
H -4.371 2.594 -2.570
H -4.374 4.876 -1.632
H -3.655 5.242 0.701
H -2.927 3.341 2.078
H -2.802 0.988 2.449
H -2.281 -0.642 -0.079
H -2.088 -1.175 2.951
H -2.666 -2.360 1.767
H -1.175 -3.445 0.343
H -0.326 -2.029 -0.322
C 3.500 -3.006 -0.963
H 4.359 -3.678 -0.925
H 2.648 -3.551 -1.363
C 3.842 -1.806 -1.864
C 2.783 -0.755 -1.729
N 3.056 0.350 -1.147
C 2.052 1.265 -0.961
C 2.343 2.464 -0.305
C 1.350 3.395 -0.098
C 0.050 3.162 -0.545
C -0.256 1.988 -1.192
C 0.734 1.026 -1.398
C 0.425 -0.237 -2.056
O -0.666 -0.604 -2.447
N 1.532 -1.064 -2.195
H 1.371 -1.950 -2.661
H -1.254 1.786 -1.549
H -0.720 3.901 -0.383
H 1.580 4.318 0.414
H 3.355 2.628 0.031
H 3.936 -2.129 -2.903
H 4.780 -1.365 -1.531
*
```

Summary:
Lowest unoccupied orbital energy in eV: 0.56
Relative energy (zero: lowest compared OMol25 entry of this formula, charge and spin) in kJ/mol: 51.56
Gap between HOMO and LUMO in eV: 9.0155

These are the Löwdin partial charges, in e, on atoms 1 to 6: 0.0634 -0.4682 -0.0415 -0.1223 0.1094 0.1319

# 7
The following is a quantum chemistry calculation of a 6-piece molecular cluster, C15H33N3O15S3 overall in a non-equilibrium geometry, from the OMol25 dataset.

Geometry as ORCA input:
```
! wB97M-V def2-TZVPD RIJCOSX def2/J DEFGRID3
* xyz 0 1
C 3.739 -2.435 3.050
C 2.868 -3.647 2.632
O 3.789 -4.609 2.092
S 5.015 -3.904 1.199
O 4.558 -3.445 -0.153
O 6.304 -4.575 1.171
O 4.831 -2.462 2.137
H 4.274 -2.532 3.995
H 3.224 -1.478 2.971
H 2.237 -3.400 1.779
H 2.309 -4.127 3.435
C -2.657 0.132 -2.652
C -3.914 -0.822 -2.747
O -3.375 -2.092 -2.342
S -2.178 -1.983 -1.276
O -0.999 -2.637 -1.723
O -2.686 -2.354 0.026
O -2.063 -0.300 -1.425
H -2.875 1.192 -2.517
H -1.816 -0.010 -3.332
H -4.268 -1.094 -3.741
H -4.768 -0.485 -2.159
C 1.348 6.672 -0.495
C 2.423 5.637 -0.943
O 1.695 4.390 -0.661
S 0.392 4.601 0.418
O 0.870 4.967 1.760
O -0.701 3.636 0.179
O 0.126 5.965 -0.316
H 0.985 7.251 -1.345
H 1.498 7.352 0.343
H 3.269 5.631 -0.257
H 2.791 5.558 -1.966
C 2.391 -0.821 -1.508
C 1.873 -0.678 -0.104
O 2.448 -1.235 0.807
N 0.770 -0.019 -0.025
C 0.265 0.378 1.244
H 2.084 0.081 -2.038
H 1.924 -1.674 -1.999
H 3.464 -0.928 -1.664
H 0.399 0.348 -0.890
H 0.920 0.420 2.113
H -0.486 -0.363 1.517
H -0.069 1.415 1.209
C 1.353 -4.316 -3.600
C 0.342 -4.406 -4.742
O 0.632 -4.994 -5.799
N -0.869 -3.917 -4.462
C -2.041 -4.165 -5.341
H 1.064 -3.749 -2.715
H 2.183 -3.692 -3.932
H 1.684 -5.309 -3.296
H -0.999 -3.464 -3.569
H -1.741 -4.277 -6.383
H -2.886 -3.481 -5.260
H -2.406 -5.178 -5.170
C -4.298 2.867 6.523
C -3.504 3.560 5.431
O -3.393 4.784 5.568
N -3.026 2.974 4.323
C -2.182 3.623 3.338
H -4.984 2.241 5.953
H -4.733 3.637 7.159
H -3.548 2.200 6.947
H -2.967 1.971 4.216
H -2.836 3.963 2.535
H -1.375 3.045 2.887
H -1.698 4.567 3.588
*
```

Summary:
Lowest unoccupied orbital energy in eV: -0.13
Relative energy (zero: lowest compared OMol25 entry of this formula, charge and spin) in kJ/mol: 262.41
Gap between HOMO and LUMO in eV: 9.1739

These are the Löwdin partial charges, in e, on atoms 1 to 6: -0.1845 -0.1547 -0.2337 0.8005 -0.2951 -0.2432

# 8
The following is a quantum chemistry calculation of one molecule with the formula C3H3N in a non-equilibrium geometry, from the OMol25 dataset.

Geometry as ORCA input:
```
! wB97M-V def2-TZVPD RIJCOSX def2/J DEFGRID3
* xyz 0 1
C -1.341 0.097 0.305
C 0.035 -0.075 0.295
C 1.170 -0.086 -0.422
N -0.883 -0.164 1.448
H -2.137 0.543 -0.161
H 2.065 -0.367 -0.040
H 1.091 0.051 -1.425
*
```

Summary:
Lowest unoccupied orbital energy in eV: 0.83
Relative energy (zero: lowest compared OMol25 entry of this formula, charge and spin) in kJ/mol: 250.13
Gap between HOMO and LUMO in eV: 9.9452

These are the Löwdin partial charges, in e, on atoms 1 to 6: -0.0696 -0.2732 0.0361 0.1952 0.0897 0.0084

# 9
The following is a quantum chemistry calculation of C5H8O2 as an isolated structure, from the OMol25 dataset.

Geometry as ORCA input:
```
! wB97M-V def2-TZVPD RIJCOSX def2/J DEFGRID3
* xyz 0 1
O 2.118 -0.841 -0.210
C 0.981 -0.266 0.392
C 0.613 1.087 -0.271
C -0.826 0.727 -0.668
C -1.391 0.041 0.588
C -0.354 -0.979 0.103
O -0.648 -0.591 -1.260
H 1.933 -1.766 -0.407
H 1.140 -0.175 1.476
H 0.687 1.951 0.396
H 1.240 1.243 -1.152
H -1.402 1.418 -1.287
H -1.250 0.518 1.564
H -2.415 -0.311 0.451
H -0.427 -2.056 0.285
*
```

Summary:
Lowest unoccupied orbital energy in eV: 0.99
Relative energy (zero: lowest compared OMol25 entry of this formula, charge and spin) in kJ/mol: 172.72
Gap between HOMO and LUMO in eV: 10.8088

These are the Löwdin partial charges, in e, on atoms 1 to 6: -0.0125 -0.3286 -0.0639 -0.2687 -0.0403 -0.2524

# 10
The following is a quantum chemistry calculation of a 3-piece molecular cluster, C39H58F8N6O7PS overall in a non-equilibrium geometry, from the OMol25 dataset.

Geometry as ORCA input:
```
! wB97M-V def2-TZVPD RIJCOSX def2/J DEFGRID3
* xyz 1 1
N 0.962 -4.224 1.611
C 1.777 -3.894 0.369
N 1.679 -5.185 -0.439
C 0.955 -6.064 0.222
S -0.174 -7.161 0.784
C 3.336 -3.703 0.829
C 3.987 -4.952 1.559
C 4.167 -6.353 0.862
O 3.566 -7.375 1.311
N 4.180 -2.844 -0.091
C 5.411 -3.548 -0.484
O 6.363 -3.008 -1.417
O 7.634 -3.245 -0.960
C 3.394 -2.032 -1.133
C 4.363 -0.881 -1.719
C 3.890 0.505 -2.234
O 3.639 1.561 -1.590
O 3.716 0.683 -3.670
P 3.201 -3.188 -2.677
O 1.798 -3.688 -3.006
C 1.990 -1.547 -0.515
C 1.128 -0.510 -1.401
C 0.935 -0.544 -2.931
C 0.092 0.464 -3.780
C -0.583 1.594 -2.917
C -0.244 1.492 -1.406
N 0.516 0.568 -0.693
C 2.116 -0.754 0.928
C 3.304 0.182 1.212
C 3.300 0.929 2.607
C 2.054 0.560 3.432
C 0.959 -0.429 3.023
N 1.008 -1.067 1.781
N 1.154 -2.731 -0.255
C -0.180 -2.849 -0.797
C -1.405 -2.121 0.004
O -2.581 -2.285 -0.825
C -3.439 -3.346 -0.374
C -4.615 -2.717 0.563
F -5.041 -3.670 1.561
F -4.186 -1.571 1.288
C -5.871 -2.375 -0.376
F -6.613 -3.603 -0.497
F -5.484 -1.877 -1.672
C -6.895 -1.291 0.218
F -8.196 -1.653 -0.295
F -7.015 -1.298 1.626
C -6.636 0.201 -0.376
F -7.642 1.059 0.205
F -5.361 0.723 0.000
H 0.208 -3.544 1.762
H 1.529 -4.177 2.467
H 3.170 -3.033 1.773
H 5.018 -4.674 2.017
H 3.373 -5.179 2.517
H 4.877 -6.572 -0.028
H 4.548 -2.072 0.524
H 6.080 -3.599 0.467
H 5.234 -4.617 -0.891
H 8.248 -2.642 -1.449
H 5.214 -0.685 -0.952
H 4.960 -1.318 -2.617
H 4.613 0.932 -4.019
H 4.041 -4.341 -2.669
H 3.613 -2.452 -3.867
H 1.448 -1.334 -3.568
H -0.021 0.393 -4.910
H -1.254 2.391 -3.388
H -0.717 2.338 -0.774
H 4.195 0.398 0.553
H 4.127 1.646 2.912
H 1.957 1.056 4.464
H 0.086 -0.618 3.751
H -0.526 -3.954 -0.667
H -0.318 -2.726 -1.940
H -1.609 -2.719 0.978
H -1.184 -1.059 0.328
H -2.897 -4.218 0.140
H -3.942 -3.811 -1.306
H -6.794 0.261 -1.501
C -4.565 1.069 -4.834
C -4.790 2.561 -4.623
C -5.978 2.864 -3.709
C -7.338 2.389 -4.234
C -7.731 2.945 -5.604
C -7.878 4.460 -5.614
H -5.422 0.596 -5.319
H -3.692 0.905 -5.472
H -4.386 0.564 -3.880
H -4.913 3.055 -5.590
H -3.887 2.990 -4.173
H -6.015 3.943 -3.525
H -5.804 2.399 -2.730
H -8.106 2.666 -3.504
H -7.351 1.294 -4.281
H -8.686 2.498 -5.898
H -7.005 2.641 -6.364
H -8.638 4.780 -4.896
H -8.184 4.804 -6.606
H -6.939 4.960 -5.366
C 1.170 4.433 4.999
C 2.583 4.799 4.566
C 3.660 4.213 5.479
C 3.617 4.702 6.931
C 3.722 6.218 7.104
C 5.041 6.787 6.599
H 0.938 4.822 5.994
H 0.440 4.855 4.303
H 1.037 3.348 5.014
H 2.679 5.886 4.506
H 2.745 4.422 3.549
H 4.644 4.433 5.050
H 3.572 3.119 5.479
H 4.433 4.223 7.482
H 2.692 4.356 7.406
H 3.625 6.453 8.169
H 2.888 6.721 6.604
H 5.885 6.334 7.124
H 5.076 7.867 6.769
H 5.171 6.617 5.527
*
```

Summary:
Lowest unoccupied orbital energy in eV: -3.36
Gap between HOMO and LUMO in eV: 7.9859

These are the Löwdin partial charges, in e, on atoms 1 to 6: 0.0909 -0.3924 0.0747 -0.6420 0.6919 -0.1252

Number 1: molar mass 127.1 g/mol, DFT total energy -439.27343 hartree. Number 2: molar mass 818.8 g/mol, DFT total energy -4275.31754 hartree. Number 3: molar mass 157.2 g/mol, DFT total energy -812.75992 hartree. Number 4: molar mass 132.2 g/mol, DFT total energy -1041.77644 hartree. Number 5: molar mass 119.1 g/mol, DFT total energy -469.17800 hartree. Number 6: molar mass 402.5 g/mol, DFT total energy -1299.70697 hartree. Number 7: molar mass 591.6 g/mol, DFT total energy -3078.61596 hartree. Number 8: molar mass 53.1 g/mol, DFT total energy -170.73484 hartree. Number 9: molar mass 100.1 g/mol, DFT total energy -345.73917 hartree. Number 10: molar mass 938.0 g/mol, DFT total energy -3913.66934 hartree.